1.
107
Properties=species:S:1:pos:R:3:lowdin_charge:R:1 method="wB97M-V/def2-TZVPD" relative_energy_kcal_mol=5.1 lumo_ev=-2.8 total_charge=+1 orbital_gap_ev=7.56
S 2.35143 -2.00836 -1.05960 1.062
C 2.40898 4.18528 1.01992 -0.077
O 1.68813 0.50721 -1.63894 -0.291
C -1.96994 1.73699 2.80060 -0.103
C 2.81616 -3.68513 -0.66791 -0.378
H 1.11266 0.12658 3.21506 0.103
H 1.92042 -6.92383 -0.92071 0.121
C 2.26118 -2.29351 -2.84461 -0.160
H 5.42705 4.50686 2.52272 0.111
C -1.25338 2.96859 5.17532 -0.059
C -0.38345 3.00547 4.09415 -0.083
O 0.89075 -1.80378 -0.61931 -0.582
C 2.34801 -0.59074 1.60473 -0.559
C -1.28931 4.95158 -1.47324 -0.085
H -1.61982 -4.69190 -4.88565 0.110
C -4.41372 2.02670 -3.47676 -0.058
H 5.45393 -7.59970 0.15329 0.079
H -0.13802 -1.61194 1.25568 0.055
H 3.22054 -2.70493 -3.15184 0.081
C -2.91349 -1.22492 0.48498 -0.351
H -4.44677 -1.03009 -2.03148 0.117
H -0.53685 5.14792 2.30059 0.110
H 5.66843 -5.23619 0.25464 0.120
H 0.40070 1.64093 -3.96809 0.032
C -1.72696 -2.07718 -2.04324 -0.341
C -2.25860 -4.26585 -2.88377 -0.067
H 4.09879 5.45375 0.66448 0.112
C -4.44936 -1.95315 2.69910 -0.062
H -0.14310 3.32000 -3.90302 0.032
C -0.53851 3.90319 0.54096 -0.387
H -1.86617 7.00703 -1.31171 0.111
C -3.16687 2.45645 -3.05831 -0.075
C -1.64802 -3.96006 -4.08913 -0.069
C 2.53857 -6.05353 -0.73555 -0.026
C -2.85388 0.41221 -1.86788 -0.392
C 4.44504 -7.61810 -0.25369 -0.040
C -4.88056 0.76889 -3.10903 -0.059
H -5.02225 2.66704 -4.10244 0.111
Si -0.57861 2.14300 -1.71980 0.679
C 4.42790 4.14143 2.32576 -0.067
C 4.64667 -5.11248 -0.08080 -0.017
H -1.41164 7.12274 1.12060 0.111
Ti 0.53487 0.33254 -0.21558 0.664
N 2.24869 0.49394 0.80168 -0.130
C -2.31199 -3.32364 -1.86394 -0.075
C 1.85320 3.18865 1.82000 -0.348
C -0.81952 3.80910 -0.82111 -0.279
C -0.75776 5.08961 1.24184 -0.075
H -4.20411 0.49148 0.37098 0.113
H -0.89912 -0.57938 2.26772 0.084
C 1.14107 -0.72323 2.53396 -0.108
H -5.56804 -0.16549 2.30798 0.114
C 0.34426 2.52693 -3.33254 -0.176
C -1.07782 -2.70723 -4.27760 -0.071
H -3.79865 1.21866 3.78867 0.096
H 4.22244 0.14243 0.13435 0.133
H 1.45550 -2.99491 -3.04028 0.051
H -5.05098 -2.23831 3.55199 0.112
P 0.23899 2.46519 1.35569 1.096
H -2.81373 3.43025 -3.37539 0.092
C -2.35735 1.65830 -2.24563 -0.267
C -1.24511 6.20070 0.57897 -0.059
O 3.73259 0.98471 -2.41252 0.125
C 4.12524 -3.83799 -0.23818 -0.067
H 4.46443 2.71700 3.93331 0.112
H -5.84494 0.42109 -3.45556 0.111
C -1.10436 -1.77596 -3.25503 -0.102
H -1.48620 4.91941 -2.53840 0.092
H -2.25076 1.26946 1.86137 0.081
H 3.82650 -8.26395 0.37018 0.086
C -3.97183 -0.42031 0.90560 -0.095
C -1.50144 6.13403 -0.78591 -0.059
C -2.47849 2.32730 5.06907 -0.063
C 2.97991 0.79118 -1.49644 -0.594
H -0.61388 -2.45747 -5.22366 0.116
H 1.37002 2.83728 -3.12242 0.034
O 3.25236 -1.41521 1.63204 0.040
H -2.71238 -5.23803 -2.74015 0.110
C 3.88729 3.13890 3.12076 -0.060
N -0.07298 -0.69570 1.69256 -0.041
H 1.84740 4.58884 0.18663 0.110
C -2.62146 -2.38858 1.20354 -0.129
P -1.80147 -0.68346 -0.86171 1.082
H -3.15585 2.31488 5.91268 0.111
C 3.39627 0.83351 -0.02748 -0.089
H 2.08720 -1.33895 -3.33691 0.059
C -0.73945 2.39020 2.89820 -0.346
H 0.56160 3.52453 4.18146 0.103
H -0.97186 3.44740 6.10404 0.112
H -0.64998 -0.79832 -3.38778 0.108
H 4.48781 -8.06661 -1.24792 0.090
H 3.74982 1.84388 0.19516 0.126
H 1.23652 -1.63575 3.12150 0.134
C -2.83939 1.71259 3.87758 -0.059
H -3.15794 -3.66161 2.83975 0.113
H 4.72227 -2.96041 -0.02258 0.114
C -4.09876 -0.04164 -2.30941 -0.085
H -2.82905 -3.56639 -0.94569 0.093
C 3.68481 4.66715 1.28150 -0.064
H 2.20198 1.89141 3.50437 0.095
C 2.60978 2.66810 2.87085 -0.112
H -1.80049 -3.02564 0.88996 0.108
C 2.00862 -4.78758 -0.90309 -0.060
C -3.38753 -2.75252 2.29907 -0.059
C -4.73763 -0.78914 2.00228 -0.075
C 3.86760 -6.23456 -0.34658 -0.257
H 0.97720 -4.65711 -1.21383 0.114

=====

2.
112
Properties=species:S:1:pos:R:3:nbo_charge:R:1 method="wB97M-V/def2-TZVPD" lumo_ev=-0.7 orbital_gap_ev=7.90
C -1.11467 4.37372 1.12180 -0.202
H 5.95712 0.20861 -3.26222 0.211
H 5.22910 2.41143 1.89395 0.210
C -2.79986 -0.31520 5.19571 -0.181
H 1.70449 -2.06784 -3.54928 0.194
H -5.18766 1.63887 -4.36444 0.498
H -4.88086 -0.01237 5.61431 0.210
H -4.11495 0.34836 0.51042 0.209
O -2.73466 1.70610 -2.65522 -0.582
H 2.61368 0.66672 -4.94786 0.210
C -4.61070 -2.98141 0.82219 -0.209
H 2.36926 2.63298 -3.34751 0.216
H -0.31142 2.11043 3.22628 0.196
C 4.82431 -2.29932 -2.27740 -0.135
H -3.00989 -0.81410 4.25728 0.199
Pb -0.48613 -0.11670 -2.76578 1.616
H -1.53980 -1.38725 2.79090 0.228
C 4.77521 1.50297 1.51516 -0.209
C -2.31720 2.28650 1.17896 -0.155
C -3.75324 1.29861 -3.14977 0.800
H -3.07302 -4.47947 0.69722 0.221
C -2.33126 0.90395 7.63871 -0.192
H -1.06059 5.42933 1.35838 0.220
H 5.82297 1.59592 -2.17828 0.206
C -0.01437 -0.56969 1.53820 -0.682
H 0.81560 4.31558 0.17176 0.225
H -1.46340 0.36135 2.87011 0.221
H 4.48024 -5.30998 -3.79312 0.210
H 0.68472 1.91483 -0.36445 0.253
C 3.69161 0.67233 -4.75445 -0.605
N -3.14622 -0.96285 -2.80569 -0.406
C 4.23177 -4.31218 -3.45411 -0.215
C -2.08725 -3.08425 -2.84036 0.829
H 3.16216 -1.73433 0.17917 0.204
H -3.05126 4.11964 2.00732 0.219
C -3.63612 0.74377 7.18974 -0.218
C 3.79900 0.25481 -0.32525 -0.532
H -0.25611 0.61117 7.22101 0.216
H 4.91469 0.48229 3.39276 0.212
F -2.00431 0.29064 -5.28618 -0.584
H 6.11699 -4.00282 -2.48126 0.210
H 5.99903 1.84829 -3.92089 0.201
H 4.16135 1.31685 -5.50595 0.203
F -2.20748 -0.73247 -7.35086 -0.549
H -4.68128 -3.90083 -3.27954 0.237
C -0.13854 2.40159 0.15711 -0.213
H 2.27534 -4.33025 -4.33712 0.208
H 2.30989 0.35169 6.13221 0.214
H 0.41860 -1.55994 1.38493 0.236
C -2.55383 -1.12886 0.42386 -0.360
H -1.41842 -4.79361 -3.20242 0.513
C -0.85556 -0.54156 2.81558 -0.739
C 1.05342 3.43633 4.19299 -0.229
H 0.70156 4.29677 3.63692 0.215
H -3.19634 1.73673 1.48162 0.203
F -1.83879 -1.99061 -5.44196 -0.584
C 4.00998 1.19631 -3.34660 -0.518
H 2.48673 4.55397 5.33657 0.213
Si 3.16311 0.05563 -2.08826 2.023
C 4.38075 1.41887 0.18591 -0.193
C 2.49898 2.47029 5.85016 -0.217
H 4.54131 2.27245 -0.46306 0.204
H 4.06356 -0.34361 -4.90275 0.216
H 0.80947 0.14523 1.54459 0.257
F -3.88269 -0.94523 -5.76837 -0.586
O -0.99355 -2.65114 -2.52586 -0.657
C -4.57849 -2.82968 -3.18802 -0.118
C 0.93169 1.07152 4.65324 -0.346
O 1.56445 0.28728 -2.12527 -1.462
C -3.30102 -3.42119 0.66464 -0.201
C 3.45467 2.62222 -3.22123 -0.601
C -1.26863 0.46905 6.86186 -0.229
H -5.40783 -3.69605 0.98514 0.221
H -6.63860 -2.37080 -3.56046 0.230
As 0.07246 -0.68337 4.55158 0.918
B -2.48886 -0.84415 -6.00198 1.353
C -2.23535 3.63975 1.48120 -0.223
H -4.46648 1.09375 7.78980 0.214
C -3.86705 0.12601 5.97061 -0.227
C -2.28502 -2.50264 0.45810 -0.219
P -1.08543 -0.10217 0.07365 0.805
O -4.56251 2.12689 -3.81312 -0.642
C -5.43655 -0.60969 -3.31854 -0.183
O -2.28310 -4.35877 -3.14005 -0.648
H 3.67899 3.06581 -2.24649 0.196
C -3.86916 -0.70266 0.56569 -0.156
C -4.89014 -1.62577 0.76314 -0.221
C 3.99958 -0.74014 1.88413 -0.245
C -4.15411 -0.14790 -3.06632 0.092
H 3.89227 3.26883 -3.99035 0.201
C 1.95033 1.22038 5.59129 -0.223
H -1.26723 -2.85112 0.31499 0.225
C 5.14862 -3.57678 -2.71423 -0.238
C 2.05244 3.57992 5.14763 -0.197
H -5.91125 -1.28122 0.87216 0.219
C -5.65354 -1.97705 -3.34987 -0.163
C 4.59413 0.41960 2.36213 -0.211
H 3.27883 2.57494 6.59413 0.214
C 5.53341 1.21194 -3.15937 -0.607
C -1.48733 -0.13045 5.62297 -0.316
C 0.48746 2.19149 3.95503 -0.145
C -3.33975 -2.26528 -2.92266 0.067
H 5.54762 -1.74255 -1.68887 0.203
C 2.99139 -3.76513 -3.75171 -0.210
H 3.84859 -1.58532 2.54639 0.211
C 2.67631 -2.48726 -3.30940 -0.187
H -2.14054 1.37412 8.59562 0.213
C -0.06421 3.75298 0.45904 -0.196
C 3.60849 -0.81704 0.55495 -0.136
C -1.26896 1.65777 0.51569 -0.360
H -6.25888 0.07043 -3.49647 0.221
C 3.58371 -1.72463 -2.56792 -0.527